*P*
ORCA calculation (ωB97M-V with the def2-TZVPD basis set) on an isolated molecule of C19H19NO5.

Summary:
Charge: 0
E_LUMO (eV): 0.20
HOMO-LUMO gap (eV): 8.546
Structure (SMILES): CCOC(=O)COc1ccc2c(c1)C(=O)C[C@@](C)(c1cccnc1)O2

Each line ends with the Mulliken charge.
CARTESIAN COORDINATES (ANGSTROEM)
H: -4.984 0.836 -3.496  0.37
C: 0.925 -0.502 -0.355  0.05
H: -4.097 2.225 0.216  0.35
O: -2.205 -1.253 1.438  -0.52
C: -3.987 -0.008 2.350  -1.87
H: 2.904 -0.408 -2.337  0.35
H: 4.775 2.901 -0.436  0.33
H: -3.011 -1.807 -0.767  0.43
O: 4.352 0.994 -0.913  -0.34
H: -3.572 -0.138 3.346  0.45
H: -4.553 0.918 2.312  0.35
H: 6.932 1.618 -0.548  0.29
H: -1.041 -3.498 1.067  0.48
H: 1.431 0.378 -0.719  0.72
C: -0.485 -2.664 0.667  -0.58
C: 3.910 -0.170 -0.442  0.60
H: 6.724 2.379 1.036  0.37
O: 3.904 -0.495 0.712  -0.57
C: -0.278 -0.292 0.325  0.17
H: 4.272 1.882 0.947  0.30
H: -3.992 -1.411 -3.007  0.41
C: -4.541 0.612 -2.535  -0.36
H: 6.417 0.649 0.842  0.32
C: -4.038 1.384 -0.462  -0.07
C: -3.437 -0.846 -1.012  -0.46
C: -0.730 1.080 0.587  0.39
H: 4.270 -1.518 -2.066  0.34
C: 6.337 1.621 0.362  -1.12
C: -1.004 -1.378 0.822  -0.09
N: -4.571 1.593 -1.649  -0.66
H: -1.414 0.971 2.596  0.44
O: -0.238 2.068 0.092  -0.68
C: -3.990 -0.629 -2.264  -0.46
H: -2.326 2.114 1.595  0.44
C: -2.858 0.013 1.317  1.59
C: -3.443 0.183 -0.078  -0.09
C: 4.882 1.924 0.039  -0.23
H: 1.125 -3.848 -0.093  0.45
C: 3.406 -1.042 -1.594  -0.46
H: -4.653 -0.841 2.139  0.43
C: -1.853 1.134 1.607  -1.06
C: 0.714 -2.858 0.022  -0.76
C: 1.430 -1.778 -0.508  0.42
O: 2.591 -2.094 -1.156  -0.48

=====

*Q*
ORCA calculation (ωB97M-V with the def2-TZVPD basis set) on an isolated molecule of C19H19NO5.

Summary:
Charge: 0
E_LUMO (eV): 0.59
HOMO-LUMO gap (eV): 8.726
Structure (SMILES): COc1ccc(OC)c([C@H]2[C@H](C(=O)O)c3ccccc3C(=O)N2C)c1

Each line ends with the Mulliken charge.
CARTESIAN COORDINATES (ANGSTROEM)
C: 1.560 0.677 -2.030  0.67
H: 2.598 -2.308 -1.828  0.31
C: -1.657 -2.777 4.650  -0.90
C: -1.047 -1.233 -3.011  0.17
H: -3.021 1.193 -1.461  0.46
C: -0.513 -1.888 1.321  -0.38
O: 2.596 1.117 -2.495  -0.74
H: -2.281 -1.920 4.923  0.35
H: 0.921 2.917 1.620  0.41
H: -1.105 -2.942 -3.854  0.37
N: 1.484 -0.569 -1.492  -0.04
C: -0.925 0.877 -1.737  0.57
C: 0.380 2.848 -2.184  -0.92
C: -2.065 1.658 -1.658  -0.78
H: 0.345 -2.215 -1.044  0.92
C: -0.744 -1.784 2.691  0.29
H: -1.847 -0.955 -1.069  0.94
C: 2.691 -1.341 -1.327  -1.23
C: -0.281 -0.659 3.357  -0.73
O: -1.048 -2.573 -2.958  -0.46
H: 1.344 3.284 -2.396  0.54
H: 0.742 1.190 3.201  0.45
C: 0.305 1.473 -1.996  0.67
O: -1.122 -0.629 -4.043  -0.55
C: -1.983 3.029 -1.832  -0.66
H: 2.475 2.106 1.984  0.38
C: 0.620 0.228 1.290  0.32
C: 0.295 -1.128 -0.891  -1.06
C: -0.761 3.624 -2.102  -0.64
H: -0.432 -0.529 4.416  0.42
H: -2.876 3.633 -1.765  0.43
O: 1.285 1.169 0.564  -0.12
H: 2.233 2.911 0.414  0.29
C: 0.393 0.328 2.656  -1.01
C: -0.964 -0.617 -1.620  0.21
O: -1.417 -2.823 3.265  -0.44
H: -0.722 -2.741 5.219  0.36
H: 2.898 -1.506 -0.266  0.33
C: 0.154 -0.908 0.608  0.37
H: 3.508 -0.777 -1.774  0.44
H: -0.876 -2.770 0.816  0.51
H: -0.701 4.692 -2.249  0.43
C: 1.747 2.334 1.199  -1.17
H: -2.187 -3.697 4.888  0.25

=====

*Q* ends up most stable, edging out the next structure by 0.433 eV.

=====

*P*
ORCA calculation (ωB97M-V with the def2-TZVPD basis set) on a 2-piece molecular cluster, H2N2O3S overall.

Summary:
Charge: 0
E_LUMO (alpha / beta) (eV): -1.34 / -1.34
HOMO-LUMO gap (alpha / beta) (eV): 7.650 / 7.702

Each line ends with the Mulliken charge.
CARTESIAN COORDINATES (ANGSTROEM)
N: -1.573 -2.028 0.235  0.08
H: 0.177 0.583 0.075  0.21
N: -0.759 0.346 -0.182  -0.45
O: -1.720 -1.021 -0.297  -0.02
O: 2.447 -2.357 1.863  -0.40
H: -0.873 0.907 -1.065  0.20
S: 1.065 -2.080 2.252  0.74
O: 0.719 -0.671 2.238  -0.37

=====

*Q*
ORCA calculation (ωB97M-V with the def2-TZVPD basis set) on a 2-piece molecular cluster, H2N2O3S overall.

Summary:
Charge: 0
E_LUMO (eV): -1.79
HOMO-LUMO gap (eV): 8.400

Each line ends with the Mulliken charge.
CARTESIAN COORDINATES (ANGSTROEM)
H: -0.831 -1.070 0.277  0.51
O: -1.838 0.007 -0.981  -0.46
S: 2.271 -0.745 0.111  0.53
N: 0.730 -0.754 -0.197  -0.48
O: 3.048 0.268 -0.608  -0.42
N: -2.489 -0.662 -0.268  0.36
O: -1.798 -1.339 0.640  -0.34
H: 0.474 -0.285 -1.095  0.30

=====

*Q* ends up most stable, edging out the next structure by 2.382 eV.

=====

*P*
ORCA calculation (ωB97M-V with the def2-TZVPD basis set) on H2N2O3S as an isolated structure.

Summary:
Charge: 0
E_LUMO (alpha / beta) (eV): -1.57 / -1.57
HOMO-LUMO gap (alpha / beta) (eV): 7.903 / 7.892

Each line ends with the Mulliken charge.
CARTESIAN COORDINATES (ANGSTROEM)
S: 1.449 -1.187 -0.461  0.68
N: -0.107 -0.494 -0.313  -0.57
H: -0.223 -0.027 0.587  0.33
N: 2.037 1.021 -0.212  0.61
O: 1.621 -1.944 0.741  -0.40
O: 1.240 1.901 0.121  -0.49
H: -0.340 0.186 -1.028  0.34
O: 3.186 1.134 -0.565  -0.50

=====

*Q*
ORCA calculation (ωB97M-V with the def2-TZVPD basis set) on an isolated molecule of H2N2O3S.

Summary:
Charge: 0
E_LUMO (eV): 0.30
HOMO-LUMO gap (eV): 10.481

Each line ends with the Mulliken charge.
CARTESIAN COORDINATES (ANGSTROEM)
O: 1.918 1.383 -0.871  -0.49
H: -0.189 -1.250 -1.441  0.28
O: 0.519 -0.674 0.435  -0.18
H: -0.569 0.558 1.429  0.31
N: 0.461 0.493 1.118  -0.15
N: -0.226 -0.385 -0.761  -0.25
O: -0.376 2.289 -0.805  -0.49
S: 0.547 1.272 -0.412  0.96

=====

*P* ends up most stable, edging out the next structure by 1.529 eV.

=====

*P*
ORCA calculation (ωB97M-V with the def2-TZVPD basis set) on a 2-piece molecular cluster, H2N2O3S overall.

Summary:
Charge: 0
E_LUMO (alpha / beta) (eV): -2.56 / -2.56
HOMO-LUMO gap (alpha / beta) (eV): 6.173 / 6.173

Each line ends with the Mulliken charge.
CARTESIAN COORDINATES (ANGSTROEM)
S: -1.791 0.067 -0.088  0.59
O: -2.153 -1.417 -0.127  -0.51
N: -2.330 -2.668 1.330  0.55
O: -0.506 0.409 0.590  -0.59
N: -1.218 0.342 -1.704  -0.47
H: -1.650 0.436 -2.633  0.20
H: -0.174 0.505 -1.591  0.26
O: -1.801 -2.430 2.305  -0.03

=====

*Q*
ORCA calculation (ωB97M-V with the def2-TZVPD basis set) on a 2-piece molecular cluster, H2N2O3S overall.

Summary:
Charge: 0
E_LUMO (alpha / beta) (eV): -2.00 / -2.00
HOMO-LUMO gap (alpha / beta) (eV): 7.844 / 7.843

Each line ends with the Mulliken charge.
CARTESIAN COORDINATES (ANGSTROEM)
N: -0.913 -0.790 1.128  1.26
H: 1.906 0.454 -1.355  0.28
H: 1.076 1.618 -0.394  0.29
O: -1.015 -1.358 -0.024  -0.60
S: -0.368 0.291 -1.530  0.29
N: 1.025 0.878 -1.082  -0.28
O: -1.176 -1.453 2.090  -0.59
O: -0.535 0.362 1.165  -0.65

=====

*P* ends up most stable, edging out the next structure by 0.818 eV.

=====

*P*
ORCA calculation (ωB97M-V with the def2-TZVPD basis set) on an isolated ion of composition C2H5N4 and charge +1.

Summary:
Charge: +1
E_LUMO (eV): -5.07
HOMO-LUMO gap (eV): 9.881
Structure (SMILES): c1[nH]n2[n+]1CN2

Each line ends with the Mulliken charge.
CARTESIAN COORDINATES (ANGSTROEM)
H: 1.446 -0.949 0.988  0.27
N: -1.684 0.546 0.168  -0.22
N: 0.668 1.265 0.184  -0.41
H: 1.301 1.875 -0.223  0.27
H: -1.893 -1.653 0.293  0.40
H: -2.547 0.974 0.245  0.23
C: 1.120 -0.499 0.004  -0.22
N: -0.219 -0.507 -0.514  0.04
N: -0.345 0.859 -0.630  0.20
C: -1.332 -0.736 0.123  0.18
H: 2.041 -0.784 -0.663  0.27

=====

*Q*
ORCA calculation (ωB97M-V with the def2-TZVPD basis set) on a 2-piece molecular cluster, C2H5N4 overall.

Summary:
Charge: +1
E_LUMO (eV): -5.44
HOMO-LUMO gap (eV): 8.932

Each line ends with the Mulliken charge.
CARTESIAN COORDINATES (ANGSTROEM)
H: 0.062 -1.139 -0.570  0.27
H: 1.362 2.335 0.082  0.26
N: -0.176 1.252 0.031  0.34
C: -1.257 0.775 0.084  0.59
N: 1.015 -1.153 -0.217  -0.58
C: -2.439 0.255 0.372  0.06
H: 1.112 -1.409 0.727  0.34
N: -3.425 -0.390 0.372  -0.29
N: 1.019 1.344 0.040  -0.76
H: 1.364 -1.847 -0.760  0.30
H: 1.363 -0.024 -0.161  0.49

=====

*Q* ends up most stable, edging out the next structure by 2.590 eV.

=====

*P*
ORCA calculation (ωB97M-V with the def2-TZVPD basis set) on an isolated molecule of C5H11N3.

Summary:
Charge: 0
E_LUMO (eV): 0.97
HOMO-LUMO gap (eV): 9.335
Structure (SMILES): C=NC(=C)CN(C)N

Each line ends with the Mulliken charge.
CARTESIAN COORDINATES (ANGSTROEM)
H: -1.786 0.743 -2.989  0.28
C: 0.689 -2.065 -0.041  -0.85
H: 1.655 -2.475 -0.305  0.33
C: -0.599 2.308 -0.068  -0.94
H: -1.059 2.963 -0.758  0.33
C: -0.074 -0.057 1.172  -0.75
C: -2.208 0.447 -2.014  -0.27
H: -3.371 0.142 -2.166  0.20
N: -1.855 0.522 -0.830  -0.30
H: 0.019 0.675 2.045  0.36
H: 2.964 -0.044 0.973  0.21
H: 1.966 0.587 -0.199  0.26
H: -0.911 -0.860 1.334  0.25
H: 0.242 -1.785 -0.978  0.32
N: 1.012 -0.883 0.881  0.07
H: -0.036 2.710 0.717  0.29
C: -0.755 0.966 -0.136  0.51
N: 2.244 -0.271 0.305  -0.61
H: 0.248 -2.887 0.519  0.33

=====

*Q*
ORCA calculation (ωB97M-V with the def2-TZVPD basis set) on an isolated molecule of C5H11N3.

Summary:
Charge: 0
E_LUMO (eV): 0.94
HOMO-LUMO gap (eV): 9.423
Structure (SMILES): [H]/N=C(/CC=C)N(C)N

Each line ends with the Mulliken charge.
CARTESIAN COORDINATES (ANGSTROEM)
H: -1.703 1.180 -1.400  0.22
C: -0.476 -0.534 0.708  0.33
H: 1.475 2.183 1.538  0.28
H: 1.603 0.781 2.408  0.38
C: -0.768 -0.728 -1.872  -0.07
C: -0.711 -1.476 -0.535  -0.79
C: 0.865 1.317 1.801  -1.08
N: 1.715 0.099 0.022  -0.89
H: 1.596 -0.932 -0.343  0.30
N: -1.200 -0.773 1.788  -0.71
H: -0.018 -2.296 -0.567  0.41
C: -1.100 0.551 -2.084  -0.69
H: -0.858 1.046 -2.976  0.32
H: -1.763 -1.894 -0.351  0.27
N: 0.544 0.514 0.622  0.49
H: -0.895 -0.145 2.443  0.29
H: 0.066 1.716 2.392  0.40
H: -0.194 -1.241 -2.720  0.24
H: 1.822 0.630 -0.873  0.27

=====

*R*
ORCA calculation (ωB97M-V with the def2-TZVPD basis set) on C5H11N3 as an isolated structure.

Summary:
Charge: 0
E_LUMO (alpha / beta) (eV): 0.72 / 0.72
HOMO-LUMO gap (alpha / beta) (eV): 7.236 / 7.232

Each line ends with the Mulliken charge.
CARTESIAN COORDINATES (ANGSTROEM)
H: 1.477 -2.468 -0.118  0.23
C: 0.288 -0.892 -0.651  -0.10
H: -1.499 -1.078 1.492  0.41
H: -0.582 2.236 -0.562  0.33
H: 1.642 0.218 1.481  0.32
H: -1.276 1.096 -1.735  0.36
H: -0.096 -2.623 0.336  0.23
C: 0.993 1.005 1.108  -1.08
H: -1.955 0.633 1.475  0.36
H: 1.618 1.826 0.765  0.30
C: -0.476 1.238 -0.982  -0.60
N: 0.520 -2.235 -0.362  -0.61
N: 0.841 1.087 -1.606  -0.90
H: -2.532 -0.445 0.200  0.33
N: 1.010 -0.236 -1.582  0.33
H: 1.827 -0.619 -2.040  0.25
C: -0.457 0.111 0.038  1.04
C: -1.677 -0.214 0.845  -1.56
H: 0.334 1.360 1.898  0.35

=====

*Q* ends up most stable, edging out the next structure by 0.740 eV.

=====

*P*
ORCA calculation (ωB97M-V with the def2-TZVPD basis set) on an isolated ion of composition C4H6IN2 and charge +1.

Summary:
Charge: +1
E_LUMO (eV): -5.27
HOMO-LUMO gap (eV): 8.356
Structure (SMILES): C=[N+](C)[C@]1(I)C=N1

Each line ends with the Mulliken charge.
CARTESIAN COORDINATES (ANGSTROEM)
H: -1.328 -2.774 1.331  0.32
N: -0.516 0.281 -0.160  0.08
H: 0.793 -1.233 0.082  0.26
N: -1.582 -1.943 -0.739  -0.26
H: -0.236 2.142 -0.961  0.28
H: -1.870 1.884 -0.744  0.13
C: -1.535 -0.589 0.412  0.28
C: -1.418 -2.096 0.483  -0.31
H: 1.418 0.318 -0.899  0.37
I: -3.480 0.207 0.851  0.24
H: 1.146 0.378 0.838  0.38
C: 0.848 -0.081 -0.046  -0.74
C: -0.896 1.342 -0.715  -0.03

=====

*Q*
ORCA calculation (ωB97M-V with the def2-TZVPD basis set) on C4H6IN2 as an isolated structure.

Summary:
Charge: +1
E_LUMO (eV): -5.26
HOMO-LUMO gap (eV): 8.818

Each line ends with the Mulliken charge.
CARTESIAN COORDINATES (ANGSTROEM)
H: 0.111 -0.771 -1.357  0.32
H: 0.565 -2.264 0.876  0.24
N: 0.618 -1.278 0.659  -0.55
C: -0.313 -0.880 -0.344  -0.27
H: -1.152 -1.580 -0.393  0.25
I: -3.891 -0.164 0.008  0.40
N: -0.889 0.428 -0.042  0.14
C: -1.232 2.536 0.200  -0.37
H: 0.847 1.827 0.046  0.37
H: -1.572 3.535 0.322  0.42
C: -0.223 1.695 0.073  -0.15
H: 1.578 -1.035 0.463  0.24
C: -2.130 0.807 0.058  -0.05

=====

*Q* ends up most stable, edging out the next structure by 0.259 eV.

=====

*P*
ORCA calculation (ωB97M-V with the def2-TZVPD basis set) on a 3-piece molecular cluster, C6H19NO3 overall.

Summary:
Charge: 0
E_LUMO (eV): 0.68
HOMO-LUMO gap (eV): 9.857
Structure (SMILES): COC[C@H](C)N.CO.CO

Each line ends with the Mulliken charge.
CARTESIAN COORDINATES (ANGSTROEM)
H: -1.904 1.699 -2.622  0.25
H: 1.278 -2.482 -3.687  0.23
H: 0.864 -1.836 3.287  0.25
O: -0.719 2.493 3.394  -0.60
H: -0.388 -1.512 -1.698  -0.08
C: 0.649 -1.365 -2.013  1.06
H: 1.534 -3.205 -2.326  0.27
H: 1.841 0.159 -2.930  0.33
H: -2.477 3.520 3.454  0.34
O: -0.493 -0.358 2.787  -0.47
C: -1.367 0.765 -2.510  -0.74
H: 2.550 -1.389 -0.904  0.33
H: 1.491 -0.644 2.132  0.16
H: 1.311 -0.147 3.736  0.30
H: 0.511 -0.240 -3.956  0.45
O: 0.051 0.951 -2.385  -0.37
H: -0.343 3.370 3.459  0.32
C: -2.109 2.585 3.027  -0.58
H: -1.658 0.230 -1.602  0.23
C: 0.826 -0.792 2.992  -0.50
C: 1.467 -1.401 -0.740  -1.43
H: -2.267 2.632 1.946  0.23
H: -2.603 1.699 3.416  0.23
H: -0.584 0.573 3.017  0.37
H: -1.555 0.082 -3.344  0.37
N: 0.822 -2.639 -2.788  -0.75
H: 1.085 -2.138 -0.039  0.42
C: 0.794 -0.162 -2.903  -0.93
H: 1.394 -0.447 -0.199  0.33

=====

*Q*
ORCA calculation (ωB97M-V with the def2-TZVPD basis set) on a 3-piece molecular cluster, C6H19NO3 overall.

Summary:
Charge: 0
E_LUMO (eV): 0.72
HOMO-LUMO gap (eV): 9.857
Structure (SMILES): CCN[C@@H](C)[C@@H](C)O.O.O

Each line ends with the Mulliken charge.
CARTESIAN COORDINATES (ANGSTROEM)
H: -1.743 2.257 -1.171  0.60
C: 0.551 -2.839 0.048  -1.35
H: 0.778 -2.457 -0.922  0.37
H: -0.622 1.032 1.630  0.27
C: 0.642 -0.322 0.540  0.12
H: 2.596 0.290 0.781  0.39
H: -0.388 -0.355 -2.785  0.30
N: -0.347 0.824 0.636  -0.16
H: -1.482 3.192 0.355  0.29
H: 1.028 -0.840 -3.208  0.27
H: -0.225 -1.208 2.831  0.31
O: -2.484 0.247 -1.138  -0.64
H: -2.069 0.758 -0.363  0.37
H: -0.227 -3.696 0.039  0.30
O: 0.554 -0.215 -2.705  -0.60
H: -3.369 0.496 -1.075  0.28
C: -0.062 -1.633 0.856  0.26
H: 1.395 -3.179 0.543  0.37
H: -0.732 3.668 -1.269  0.36
O: 0.054 -1.928 2.285  -0.59
H: 0.863 2.693 0.222  0.40
H: -1.246 -1.471 0.744  0.22
C: 1.905 -0.241 1.472  -1.46
H: 1.720 0.226 2.414  0.35
H: 2.319 -1.170 1.791  0.40
H: 0.609 1.570 -1.202  0.19
H: 0.853 -0.481 -0.560  0.11
C: 0.193 1.995 -0.182  -0.17
C: -1.063 2.786 -0.605  -1.56

=====

*R*
ORCA calculation (ωB97M-V with the def2-TZVPD basis set) on a 3-piece molecular cluster, C6H19NO3 overall.

Summary:
Charge: 0
E_LUMO (eV): 0.81
HOMO-LUMO gap (eV): 10.291
Structure (SMILES): CCCCCNCO.O.O

Each line ends with the Mulliken charge.
CARTESIAN COORDINATES (ANGSTROEM)
C: 1.379 0.035 -1.658  -0.97
H: 1.231 -2.159 -0.493  0.27
N: 0.297 -1.799 -0.371  -0.27
C: 1.936 2.449 0.245  -1.20
H: 2.981 -0.792 -0.425  0.33
H: 0.403 -2.704 1.497  0.32
H: -3.642 -0.010 1.702  0.31
H: -1.748 -2.799 0.298  0.32
C: 2.322 1.011 0.539  -0.04
H: 1.634 -0.599 -2.508  0.36
O: -1.540 -2.231 1.044  -0.63
H: -0.682 -0.600 -1.765  0.30
C: 2.581 0.182 -0.722  -0.55
H: -3.280 2.652 -0.808  0.30
H: 1.165 1.005 -2.112  0.40
H: 3.375 0.666 -1.298  0.38
H: -2.620 -0.836 0.870  0.43
H: 2.621 2.907 -0.473  0.29
H: 1.547 0.548 1.155  -0.05
O: -3.231 -0.057 0.827  -0.75
H: 1.975 3.077 1.135  0.38
H: 3.224 0.985 1.159  0.37
H: -0.264 0.239 -0.292  0.17
H: 0.922 2.530 -0.145  0.24
H: -0.058 -0.980 1.576  0.22
O: -2.529 2.445 -0.254  -0.65
C: -0.141 -1.902 0.997  -0.23
C: 0.100 -0.493 -1.010  -0.48
H: -2.688 1.557 0.152  0.42

=====

*R* ends up most stable, edging out the next structure by 2.156 eV.